A 11-piece molecular cluster, C89H193N11O11 overall, computed with wB97M-V/def2-TZVPD.

Multiplicity ... 1
LUMO ... 0.504 eV
Relative energy (zero: lowest compared OMol25 entry of this formula, charge and spin) ... 0.00 kJ/mol
SMILES ... CC1(C)CCCC(C)(C)N1O.CC1(C)CCCC(C)(C)N1O.CC1(C)CCCC(C)(C)N1O.CC1(C)CCCC(C)(C)N1O.CC1(C)CCCC(C)(C)N1O.CC1(C)CCCC(C)(C)N1O.CC1(C)CCCC(C)(C)N1O.CC1(C)CCCC(C)(C)N1O.CC1(C)CCCC(C)(C)N1O.COC[C@H](C)N.COC[C@H](C)N
Net charge ... 0

Last columns: bonded neighbours and bond lengths (Å).
CARTESIAN COORDINATES (ANGSTROEM)
1 C -2.5470 -6.1595 3.7027  C2 1.556, H12 1.084, H13 1.087, H14 1.098
2 C -2.8004 -4.6732 3.3185  C1 1.556, C3 1.521, N7 1.436, C11 1.577
3 C -3.6922 -4.5211 2.0959  C2 1.521, C4 1.501, H15 1.102, H16 1.087
4 C -5.1149 -4.8370 2.4541  C3 1.501, C5 1.524, H17 1.091, H18 1.092
5 C -5.5911 -3.8253 3.4902  C4 1.524, C6 1.550, H19 1.090, H20 1.089
6 C -4.7178 -3.9656 4.7636  C5 1.550, N7 1.449, C9 1.571, C10 1.576
7 N -3.3283 -3.8479 4.3683  C2 1.436, C6 1.449, O8 1.421
8 O -2.6063 -4.1678 5.5497  N7 1.421, H30 0.969
9 C -4.9836 -2.8110 5.7953  C6 1.571, H21 1.085, H22 1.099, H23 1.085
10 C -5.0138 -5.3424 5.4706  C6 1.576, H24 1.093, H25 1.086, H26 1.105
11 C -1.3725 -4.0642 3.0425  C2 1.577, H27 1.096, H28 1.089, H29 1.092
12 H -3.4935 -6.6883 3.6891  C1 1.084
13 H -2.1444 -6.2239 4.7103  C1 1.087
14 H -1.7380 -6.5813 3.0923  C1 1.098
15 H -3.6085 -3.4817 1.7390  C3 1.102
16 H -3.2601 -5.1987 1.3637  C3 1.087
17 H -5.2045 -5.8449 2.8615  C4 1.091
18 H -5.8228 -4.9061 1.6260  C4 1.092
19 H -6.6046 -4.0878 3.7947  C5 1.090
20 H -5.5464 -2.8281 3.0541  C5 1.089
21 H -4.6163 -1.8467 5.4591  C9 1.085
22 H -6.0688 -2.6580 5.8734  C9 1.099
23 H -4.5843 -3.0833 6.7662  C9 1.085
24 H -4.9227 -6.2085 4.8107  C10 1.093
25 H -4.4108 -5.5248 6.3551  C10 1.086
26 H -6.0763 -5.3564 5.7755  C10 1.105
27 H -1.4051 -2.9689 3.0804  C11 1.096
28 H -0.9695 -4.3644 2.0765  C11 1.089
29 H -0.6450 -4.3259 3.8132  C11 1.092
30 H -1.9075 -3.4971 5.5603  O8 0.969
31 C -4.4187 -0.8332 -2.7624  C32 1.572, H42 1.091, H43 1.086, H44 1.072
32 C -3.4216 -1.6866 -1.8971  C31 1.572, C33 1.525, N37 1.471, C41 1.542
33 C -3.5644 -3.1957 -2.0669  C32 1.525, C34 1.527, H45 1.106, H46 1.097
34 C -3.1677 -3.6544 -3.4681  C33 1.527, C35 1.511, H47 1.094, H48 1.092
35 C -1.7133 -3.2986 -3.6702  C34 1.511, C36 1.543, H49 1.097, H50 1.092
36 C -1.5134 -1.7750 -3.5255  C35 1.543, N37 1.453, C39 1.553, C40 1.528
37 N -2.0157 -1.3934 -2.2166  C32 1.471, C36 1.453, O38 1.437
38 O -1.9739 0.0380 -2.1034  N37 1.437, H60 0.950
39 C -0.0303 -1.3270 -3.4228  C36 1.553, H51 1.098, H52 1.081, H53 1.096
40 C -2.0904 -1.0421 -4.7356  C36 1.528, H54 1.081, H55 1.077, H56 1.096
41 C -3.6444 -1.1631 -0.4642  C32 1.542, H57 1.094, H58 1.079, H59 1.084
42 H -4.1879 0.2301 -2.6797  C31 1.091
43 H -5.4149 -0.9135 -2.3387  C31 1.086
44 H -4.4753 -1.0811 -3.8037  C31 1.072
45 H -2.9717 -3.7152 -1.2905  C33 1.106
46 H -4.6026 -3.4905 -1.8694  C33 1.097
47 H -3.8037 -3.1517 -4.2034  C34 1.094
48 H -3.3824 -4.7086 -3.6551  C34 1.092
49 H -1.3167 -3.5535 -4.6610  C35 1.097
50 H -1.0620 -3.8298 -2.9728  C35 1.092
51 H -0.0620 -0.2338 -3.3245  C39 1.098
52 H 0.5140 -1.7995 -2.6175  C39 1.081
53 H 0.4589 -1.4699 -4.3935  C39 1.096
54 H -1.4959 -1.2371 -5.6174  C40 1.081
55 H -3.1122 -1.3063 -4.9494  C40 1.077
56 H -2.0670 0.0169 -4.4554  C40 1.096
57 H -4.6227 -1.5442 -0.1586  C41 1.094
58 H -3.6837 -0.0861 -0.4226  C41 1.079
59 H -2.8985 -1.4571 0.2654  C41 1.084
60 H -1.2126 0.1891 -1.5551  O38 0.950
61 C 2.2282 -2.9091 7.3943  C62 1.529, H72 1.077, H73 1.102, H74 1.087
62 C 0.8820 -3.4334 6.8951  C61 1.529, C63 1.522, N67 1.450, C71 1.552
63 C -0.0809 -3.9247 7.9671  C62 1.522, C64 1.505, H75 1.091, H76 1.091
64 C -0.5481 -2.8054 8.8574  C63 1.505, C65 1.548, H77 1.089, H78 1.087
65 C -1.3585 -1.8368 7.9616  C64 1.548, C66 1.520, H79 1.087, H80 1.092
66 C -0.4891 -1.2331 6.8712  C65 1.520, N67 1.504, C69 1.506, C70 1.534
67 N 0.1190 -2.4247 6.1851  C62 1.450, C66 1.504, O68 1.440
68 O 0.9510 -1.9636 5.1039  N67 1.440, H90 0.966
69 C -1.3263 -0.4540 5.8909  C66 1.506, H81 1.083, H82 1.089, H83 1.084
70 C 0.5514 -0.2391 7.4027  C66 1.534, H84 1.100, H85 1.087, H86 1.109
71 C 1.2704 -4.5509 5.8906  C62 1.552, H87 1.082, H88 1.095, H89 1.105
72 H 2.7443 -3.7396 7.8466  C61 1.077
73 H 2.1344 -2.2515 8.2732  C61 1.102
74 H 2.7032 -2.2962 6.6318  C61 1.087
75 H -0.9134 -4.4371 7.4835  C63 1.091
76 H 0.4784 -4.7241 8.4560  C63 1.091
77 H 0.3180 -2.2539 9.2189  C64 1.089
78 H -1.1874 -3.1619 9.6605  C64 1.087
79 H -1.7581 -1.0696 8.6199  C65 1.087
80 H -2.1572 -2.4079 7.4829  C65 1.092
81 H -1.8381 0.3491 6.4062  C69 1.083
82 H -0.7151 0.0868 5.1694  C69 1.089
83 H -1.9613 -1.1196 5.3165  C69 1.084
84 H 0.0152 0.7056 7.5788  C70 1.100
85 H 1.1615 -0.5760 8.2370  C70 1.087
86 H 1.2323 0.1294 6.6093  C70 1.109
87 H 2.0564 -4.3093 5.1875  C71 1.082
88 H 0.4534 -4.9498 5.2800  C71 1.095
89 H 1.6626 -5.3923 6.4894  C71 1.105
90 H 1.6181 -1.3862 5.4974  O68 0.966
91 C -4.4133 3.1175 -6.3898  C92 1.510, H102 1.090, H103 1.088, H104 1.083
92 C -4.7433 3.3066 -4.9287  C91 1.510, C93 1.535, N97 1.508, C101 1.517
93 C -3.5182 3.1388 -4.0191  C92 1.535, C94 1.538, H105 1.095, H106 1.096
94 C -3.7845 3.7367 -2.6276  C93 1.538, C95 1.556, H107 1.095, H108 1.081
95 C -4.1852 5.2365 -2.7340  C94 1.556, C96 1.502, H109 1.090, H110 1.101
96 C -5.4082 5.4804 -3.5719  C95 1.502, N97 1.517, C99 1.507, C100 1.507
97 N -5.1236 4.7655 -4.8787  C92 1.508, C96 1.517, O98 1.468
98 O -6.3197 4.9178 -5.7165  N97 1.468, H120 0.965
99 C -6.6618 4.9295 -2.9436  C96 1.507, H111 1.082, H112 1.097, H113 1.096
100 C -5.4876 6.9373 -3.9471  C96 1.507, H114 1.086, H115 1.094, H116 1.095
101 C -5.7835 2.3102 -4.4534  C92 1.517, H117 1.094, H118 1.097, H119 1.088
102 H -3.9149 2.1541 -6.4998  C91 1.090
103 H -3.6938 3.8928 -6.6431  C91 1.088
104 H -5.3094 3.1616 -6.9970  C91 1.083
105 H -3.2352 2.0864 -3.9118  C93 1.095
106 H -2.5988 3.5519 -4.4485  C93 1.096
107 H -2.8284 3.7643 -2.0953  C94 1.095
108 H -4.5425 3.1367 -2.1430  C94 1.081
109 H -3.3397 5.8265 -3.0888  C95 1.090
110 H -4.3452 5.5951 -1.7050  C95 1.101
111 H -6.4285 3.9381 -2.5783  C99 1.082
112 H -6.9434 5.6272 -2.1460  C99 1.097
113 H -7.5269 4.9796 -3.6147  C99 1.096
114 H -6.3920 7.1802 -4.4976  C100 1.086
115 H -5.4977 7.5498 -3.0413  C100 1.094
116 H -4.5800 7.2285 -4.4859  C100 1.095
117 H -5.3655 1.3245 -4.6803  C101 1.094
118 H -6.7389 2.4135 -4.9831  C101 1.097
119 H -6.0538 2.4176 -3.4053  C101 1.088
120 H -7.0110 4.5373 -5.1615  O98 0.965
121 C 2.6095 7.2249 -3.7665  C122 1.580, H132 1.090, H133 1.089, H134 1.087
122 C 3.3283 6.3632 -4.8784  C121 1.580, C123 1.512, N127 1.427, C131 1.527
123 C 4.6956 6.9270 -5.1906  C122 1.512, C124 1.464, H135 1.109, H136 1.085
124 C 5.6999 6.7495 -4.1405  C123 1.464, C125 1.551, H137 1.091, H138 1.088
125 C 5.7901 5.2280 -3.8508  C124 1.551, C126 1.545, H139 1.090, H140 1.116
126 C 4.4155 4.5838 -3.5645  C125 1.545, N127 1.455, C129 1.551, C130 1.611
127 N 3.4292 4.9763 -4.5594  C122 1.427, C126 1.455, O128 1.386
128 O 2.2078 4.4370 -4.1857  N127 1.386, H150 0.979
129 C 4.4934 3.0358 -3.6227  C126 1.551, H141 1.109, H142 1.082, H143 1.084
130 C 3.9276 4.9446 -2.0726  C126 1.611, H144 1.088, H145 1.087, H146 1.080
131 C 2.5419 6.3777 -6.1875  C122 1.527, H147 1.102, H148 1.085, H149 1.086
132 H 1.7156 6.7319 -3.3835  C121 1.090
133 H 2.2556 8.1477 -4.2249  C121 1.089
134 H 3.1976 7.4922 -2.8926  C121 1.087
135 H 5.0238 6.4189 -6.1203  C123 1.109
136 H 4.6421 7.9463 -5.5598  C123 1.085
137 H 5.3384 7.3153 -3.2805  C124 1.091
138 H 6.6569 7.2256 -4.3446  C124 1.088
139 H 6.4619 4.9516 -3.0388  C125 1.090
140 H 6.2410 4.8411 -4.7959  C125 1.116
141 H 4.6136 2.7900 -4.6974  C129 1.109
142 H 5.2902 2.5568 -3.0694  C129 1.082
143 H 3.5839 2.6203 -3.2052  C129 1.084
144 H 2.9344 4.5411 -1.8887  C130 1.088
145 H 4.6324 4.5860 -1.3272  C130 1.087
146 H 3.7793 6.0005 -1.9038  C130 1.080
147 H 2.9543 5.6630 -6.9184  C131 1.102
148 H 2.6184 7.3601 -6.6416  C131 1.085
149 H 1.4820 6.2057 -6.0274  C131 1.086
150 H 2.0244 3.8622 -4.9572  O128 0.979
151 C 4.4088 2.8101 1.0084  C152 1.573, H162 1.087, H163 1.095, H164 1.083
152 C 3.8363 3.4821 2.3106  C151 1.573, C153 1.551, N157 1.495, C161 1.526
153 C 2.9341 4.6943 1.9619  C152 1.551, C154 1.516, H165 1.087, H166 1.115
154 C 2.2734 5.3012 3.1835  C153 1.516, C155 1.539, H167 1.092, H168 1.090
155 C 1.3891 4.1611 3.7187  C154 1.539, C156 1.546, H169 1.085, H170 1.085
156 C 2.1988 2.9007 4.1005  C155 1.546, N157 1.421, C159 1.572, C160 1.538
157 N 2.9176 2.4880 2.9463  C152 1.495, C156 1.421, O158 1.462
158 O 3.7386 1.3466 3.3458  N157 1.462, H180 0.975
159 C 3.0653 3.0325 5.4055  C156 1.572, H171 1.096, H172 1.091, H173 1.087
160 C 1.1375 1.8228 4.3806  C156 1.538, H174 1.084, H175 1.092, H176 1.096
161 C 5.0639 3.8789 3.1263  C152 1.526, H177 1.100, H178 1.088, H179 1.079
162 H 5.0323 1.9648 1.2887  C151 1.087
163 H 5.0971 3.4565 0.4533  C151 1.095
164 H 3.6181 2.6608 0.2840  C151 1.083
165 H 3.4850 5.4425 1.3971  C153 1.087
166 H 2.1581 4.2906 1.2697  C153 1.115
167 H 1.7036 6.1914 2.9099  C154 1.092
168 H 3.0203 5.4609 3.9616  C154 1.090
169 H 0.7077 3.8325 2.9405  C155 1.085
170 H 0.8030 4.3826 4.6041  C155 1.085
171 H 3.6699 2.1196 5.4601  C159 1.096
172 H 3.7475 3.8818 5.4727  C159 1.091
173 H 2.4206 3.0715 6.2799  C159 1.087
174 H 0.6525 2.1143 5.3054  C160 1.084
175 H 0.4256 1.7616 3.5550  C160 1.092
176 H 1.5995 0.8454 4.5579  C160 1.096
177 H 5.7698 4.4650 2.5195  C161 1.100
178 H 5.6122 2.9970 3.4514  C161 1.088
179 H 4.7671 4.3503 4.0504  C161 1.079
180 H 3.4652 0.7019 2.6671  O158 0.975
181 C -2.8243 1.9927 3.7687  C182 1.546, H192 1.082, H193 1.097, H194 1.082
182 C -4.0923 1.5026 3.0331  C181 1.546, C183 1.509, N187 1.445, C191 1.526
183 C -5.2993 1.6881 3.9203  C182 1.509, C184 1.478, H195 1.096, H196 1.089
184 C -6.5826 1.3919 3.2493  C183 1.478, C185 1.564, H197 1.090, H198 1.100
185 C -6.7533 2.6441 2.3284  C184 1.564, C186 1.512, H199 1.104, H200 1.094
186 C -5.6291 2.6316 1.3168  C185 1.512, N187 1.478, C189 1.598, C190 1.524
187 N -4.3392 2.5121 2.0294  C182 1.445, C186 1.478, O188 1.461
188 O -3.2628 2.5111 1.0414  N187 1.461, H210 0.958
189 C -5.7491 1.4928 0.2020  C186 1.598, H201 1.095, H202 1.086, H203 1.088
190 C -5.6056 3.9894 0.6243  C186 1.524, H204 1.081, H205 1.097, H206 1.090
191 C -3.7618 0.0925 2.5528  C182 1.526, H207 1.101, H208 1.080, H209 1.094
192 H -2.9153 3.0480 3.9874  C181 1.082
193 H -1.9616 1.8885 3.0992  C181 1.097
194 H -2.6597 1.4208 4.6726  C181 1.082
195 H -5.1309 1.0709 4.8097  C183 1.096
196 H -5.2905 2.6838 4.3619  C183 1.089
197 H -7.4472 1.2273 3.8928  C184 1.090
198 H -6.4952 0.4816 2.6378  C184 1.100
199 H -6.8525 3.5805 2.9042  C185 1.104
200 H -7.7350 2.6308 1.8455  C185 1.094
201 H -6.5944 1.7609 -0.4410  C189 1.095
202 H -4.8797 1.4597 -0.4484  C189 1.086
203 H -6.0551 0.4904 0.4956  C189 1.088
204 H -4.8035 4.0991 -0.0916  C190 1.081
205 H -6.5086 4.0695 0.0069  C190 1.097
206 H -5.4574 4.8440 1.2847  C190 1.090
207 H -2.8371 0.0603 1.9560  C191 1.101
208 H -4.4870 -0.2926 1.8512  C191 1.080
209 H -3.4453 -0.4777 3.4317  C191 1.094
210 H -3.2475 1.6032 0.7344  O188 0.958
211 C 2.7460 -8.9465 -0.0974  C212 1.585, H222 1.091, H223 1.084, H224 1.084
212 C 1.8890 -7.7343 0.4567  C211 1.585, C213 1.519, N217 1.456, C221 1.589
213 C 2.5031 -7.1370 1.7116  C212 1.519, C214 1.543, H225 1.085, H226 1.092
214 C 1.8625 -5.7833 2.0810  C213 1.543, C215 1.575, H227 1.087, H228 1.099
215 C 2.0907 -4.8253 0.8522  C214 1.575, C216 1.511, H229 1.095, H230 1.087
216 C 1.5749 -5.3832 -0.4537  C215 1.511, N217 1.465, C219 1.532, C220 1.517
217 N 2.0918 -6.7468 -0.5932  C212 1.456, C216 1.465, O218 1.461
218 O 1.5941 -7.2980 -1.8514  N217 1.461, H240 0.980
219 C 0.0452 -5.3175 -0.4891  C216 1.532, H231 1.088, H232 1.088, H233 1.091
220 C 2.1388 -4.5803 -1.6108  C216 1.517, H234 1.090, H235 1.095, H236 1.092
221 C 0.4091 -8.2392 0.7399  C212 1.589, H237 1.085, H238 1.086, H239 1.093
222 H 2.8215 -9.7449 0.6416  C211 1.091
223 H 3.7853 -8.6900 -0.2647  C211 1.084
224 H 2.2839 -9.3081 -1.0090  C211 1.084
225 H 2.3601 -7.8782 2.4904  C213 1.085
226 H 3.5810 -7.0012 1.5963  C213 1.092
227 H 2.1739 -5.3391 3.0228  C214 1.087
228 H 0.8053 -5.9710 2.3132  C214 1.099
229 H 3.1630 -4.6066 0.8228  C215 1.095
230 H 1.5680 -3.8857 1.0114  C215 1.087
231 H -0.4190 -5.7514 -1.3720  C219 1.088
232 H -0.4520 -5.7993 0.3507  C219 1.088
233 H -0.2332 -4.2633 -0.5105  C219 1.091
234 H 3.2254 -4.6490 -1.6694  C220 1.090
235 H 1.6833 -4.9774 -2.5241  C220 1.095
236 H 1.9504 -3.5134 -1.4702  C220 1.092
237 H -0.1548 -8.4805 -0.1548  C221 1.085
238 H -0.1664 -7.5045 1.2945  C221 1.086
239 H 0.4674 -9.1541 1.3356  C221 1.093
240 H 0.6217 -7.2273 -1.7527  O218 0.980
241 C 5.1106 -1.3460 -0.4712  C242 1.533, H252 1.078, H253 1.086, H254 1.095
242 C 5.8932 -1.4454 -1.7860  C241 1.533, C243 1.544, N247 1.457, C251 1.546
243 C 6.9452 -0.3265 -1.9417  C242 1.544, C244 1.551, H255 1.081, H256 1.080
244 C 8.1202 -0.5151 -0.9478  C243 1.551, C245 1.550, H257 1.094, H258 1.083
245 C 8.7142 -1.9179 -1.2340  C244 1.550, C246 1.525, H259 1.098, H260 1.108
246 C 7.7140 -3.0659 -1.1441  C245 1.525, N247 1.476, C249 1.539, C250 1.495
247 N 6.5595 -2.7237 -1.9970  C242 1.457, C246 1.476, O248 1.466
248 O 5.5890 -3.8008 -1.7771  N247 1.466, H270 0.960
249 C 8.2270 -4.3690 -1.7814  C246 1.539, H261 1.087, H262 1.101, H263 1.088
250 C 7.3828 -3.3954 0.2759  C246 1.495, H264 1.094, H265 1.103, H266 1.092
251 C 4.8741 -1.3148 -2.9410  C242 1.546, H267 1.097, H268 1.098, H269 1.102
252 H 5.6807 -1.1200 0.4155  C241 1.078
253 H 4.4741 -2.2226 -0.3923  C241 1.086
254 H 4.4183 -0.4995 -0.5299  C241 1.095
255 H 7.2713 -0.3132 -2.9723  C243 1.081
256 H 6.4864 0.6129 -1.6695  C243 1.080
257 H 7.7456 -0.5090 0.0798  C244 1.094
258 H 8.8201 0.3101 -1.0031  C244 1.083
259 H 9.6446 -2.1962 -0.7210  C245 1.098
260 H 9.0704 -1.8879 -2.2825  C245 1.108
261 H 7.4787 -5.1505 -1.6757  C249 1.087
262 H 8.4141 -4.2708 -2.8623  C249 1.101
263 H 9.1123 -4.7130 -1.2505  C249 1.088
264 H 8.2637 -3.7308 0.8320  C250 1.094
265 H 7.1095 -2.5238 0.8949  C250 1.103
266 H 6.5961 -4.1451 0.3855  C250 1.092
267 H 3.9895 -1.9472 -2.7931  C251 1.097
268 H 5.2865 -1.4583 -3.9484  C251 1.098
269 H 4.4012 -0.3255 -2.8329  C251 1.102
270 H 5.3504 -4.0915 -2.6604  O248 0.960
271 C -0.2964 2.6085 -5.8518  C272 1.496, H277 1.091, H278 1.101, H279 1.081
272 C 0.5515 2.6335 -7.0846  C271 1.496, C273 1.503, N276 1.492, H280 1.093
273 C 0.0087 3.6410 -8.0584  C272 1.503, O274 1.397, H281 1.130, H282 1.104
274 O 0.8114 3.6005 -9.2013  C273 1.397, C275 1.402
275 C 0.3446 4.5130 -10.1577  O274 1.402, H283 1.100, H284 1.091, H285 1.078
276 N 1.9693 2.9511 -6.7466  C272 1.492, H286 1.006, H287 1.019
277 H -1.3271 2.4766 -6.1844  C271 1.091
278 H -0.1805 3.5827 -5.3529  C271 1.101
279 H -0.0263 1.8665 -5.1133  C271 1.081
280 H 0.4563 1.6946 -7.6362  C272 1.093
281 H 0.0657 4.6654 -7.5838  C273 1.130
282 H -1.0341 3.3084 -8.2003  C273 1.104
283 H 1.0537 4.4840 -10.9983  C275 1.100
284 H 0.3609 5.5617 -9.8577  C275 1.091
285 H -0.5754 4.1694 -10.6034  C275 1.078
286 H 2.3297 2.0909 -6.3694  N276 1.006
287 H 2.5623 3.2564 -7.5171  N276 1.019
288 C 0.0009 -1.3327 0.6961  C289 1.480, H294 1.094, H295 1.087, H296 1.095
289 C 1.2818 -0.6042 0.8393  C288 1.480, C290 1.502, N293 1.471, H297 1.089
290 C 1.1619 0.8337 0.4205  C289 1.502, O291 1.400, H298 1.102, H299 1.108
291 O 1.0367 0.8528 -0.9734  C290 1.400, C292 1.428
292 C 0.7012 2.1586 -1.4445  O291 1.428, H300 1.091, H301 1.099, H302 1.081
293 N 1.8967 -0.6576 2.1741  C289 1.471, H303 1.016, H304 1.022
294 H -0.7832 -0.7814 1.2239  C288 1.094
295 H 0.0695 -2.3514 1.0684  C288 1.087
296 H -0.3174 -1.3839 -0.3508  C288 1.095
297 H 2.0179 -1.0312 0.1593  C289 1.089
298 H 2.0027 1.4149 0.8330  C290 1.102
299 H 0.2357 1.2318 0.8808  C290 1.108
300 H -0.2881 2.5800 -1.2614  C292 1.091
301 H 0.7055 2.1380 -2.5434  C292 1.099
302 H 1.4597 2.8871 -1.1942  C292 1.081
303 H 2.4835 -1.4854 2.2200  N293 1.016
304 H 1.1846 -0.8470 2.8819  N293 1.022